# 1
Here is a 2-piece molecular cluster, C3H10BO5PS overall from OMol25. Energies are from the ωB97M-V functional and the def2-TZVPD basis.

The electronic energy is -1260.8264 hartree. The calculation puts the HOMO-LUMO gap at 5.443 eV. The LUMO energy comes out at -1.222 eV.

Last column: Mulliken charge in e.
CARTESIAN COORDINATES (ANGSTROEM)
S (1.072, -0.253, -1.087)  0.18
P (2.616, -0.536, 0.453)  0.48
O (-2.926, -1.938, -1.065)  -0.96
O (2.043, 2.699, 0.216)  -0.43
O (-1.724, -1.333, 1.574)  -0.56
O (-1.912, 0.722, 0.290)  -0.64
O (3.883, -0.829, -0.225)  -0.54
C (0.913, 2.344, -0.004)  -0.05
C (-0.347, -1.218, -0.488)  -0.79
C (0.575, 1.484, -1.200)  -0.45
B (-1.380, -0.532, 0.513)  0.62
H (-2.708, -1.951, -0.140)  0.19
H (-0.856, -1.659, -1.357)  0.48
H (2.064, -1.621, 1.146)  0.13
H (1.117, 1.873, -2.063)  0.46
H (0.108, -2.054, 0.051)  0.42
H (-2.652, -1.168, 1.786)  0.32
H (2.562, 0.592, 1.279)  0.12
H (0.087, 2.658, 0.653)  0.34
H (-0.487, 1.512, -1.442)  0.39
H (-2.050, 1.207, 1.110)  0.29

# 2
Here is a 2-piece molecular cluster, C3H10Cl2NPSi overall from OMol25. Energies are from the ωB97M-V functional and the def2-TZVPD basis.

The electronic energy is -1726.1951 hartree. The calculation puts the HOMO-LUMO gap (spin up / spin down) at 7.532 / 6.206 eV. The LUMO energy (spin up / spin down) comes out at -1.675 / -2.832 eV.

Last column: Mulliken charge in e.
CARTESIAN COORDINATES (ANGSTROEM)
Cl (3.543, 1.048, 0.731)  -0.25
Cl (2.792, -1.862, -0.339)  -0.21
P (2.773, 0.080, -0.972)  0.09
Si (-0.226, -0.097, -0.110)  0.29
N (1.174, 0.249, -0.994)  0.06
C (-0.191, 0.535, 1.750)  -1.23
C (-1.491, 1.043, -0.973)  -0.67
C (-0.701, -1.981, -0.108)  -0.91
H (0.313, 2.168, -1.478)  0.29
H (0.550, -0.020, 2.144)  0.38
H (0.021, 1.565, 1.800)  0.37
H (-1.155, -2.194, -1.182)  0.23
H (-1.470, -2.071, 0.731)  0.24
H (-0.974, 0.410, 2.410)  0.45
H (0.073, -2.566, 0.098)  0.37
H (-1.996, 0.630, -1.835)  0.35
H (-2.287, 1.293, -0.304)  0.33
H (-0.749, 1.768, -1.367)  -0.18

# 3
Here is C3H10ClGaOPTi as an isolated structure from OMol25. Energies are from the ωB97M-V functional and the def2-TZVPD basis.

The electronic energy is -3770.6113 hartree. Its total charge is +1. The calculation puts the HOMO-LUMO gap at 2.285 eV. The LUMO energy comes out at -8.154 eV.

Last column: Mulliken charge in e.
CARTESIAN COORDINATES (ANGSTROEM)
Ga (1.275, 1.646, 0.038)  0.35
Ti (-3.164, -3.164, -0.614)  1.17
Cl (-0.987, -2.069, 1.813)  -0.06
P (2.682, -0.236, 0.386)  0.21
O (2.182, -1.188, 1.544)  -0.53
C (-1.559, 0.305, 0.183)  -0.46
C (-1.302, -1.346, 0.095)  -0.14
C (-0.558, 1.167, -0.788)  -0.89
H (1.107, 2.533, 1.378)  -0.19
H (2.710, -0.922, -0.902)  0.11
H (-2.664, 0.450, -0.246)  0.27
H (4.009, 0.340, 0.634)  0.14
H (-0.373, 0.535, -1.778)  0.27
H (-2.290, -1.870, -0.313)  -0.26
H (-1.126, 2.190, -1.030)  0.30
H (-1.586, 0.656, 1.304)  0.40
H (-0.416, -1.576, -0.636)  0.51
H (2.062, 2.548, -1.068)  -0.21

# 4
Here is one molecule with the formula C3H10ClN2OP from OMol25. Energies are from the ωB97M-V functional and the def2-TZVPD basis.

The electronic energy is -1106.3778 hartree. The calculation puts the HOMO-LUMO gap (spin up / spin down) at 3.399 / 5.440 eV. The LUMO energy (spin up / spin down) comes out at 0.672 / -4.275 eV. Its spin multiplicity is 3.

Last column: Mulliken spin population.
CARTESIAN COORDINATES (ANGSTROEM)
Cl (2.047, -0.849, 1.665)  -0.15
P (1.102, 0.339, 0.432)  1.72
O (1.552, 1.935, 0.564)  -0.02
N (1.460, -0.469, -0.940)  -0.10
N (-0.552, 0.203, 0.639)  -0.89
C (0.658, -0.205, -2.187)  0.14
C (-1.026, -1.219, 0.685)  0.88
C (-1.334, 1.257, 1.220)  0.62
H (-0.657, 2.060, 1.240)  0.23
H (-1.305, -1.231, 1.756)  -0.12
H (2.554, -0.383, -1.011)  -0.09
H (-1.877, -1.291, 0.020)  -0.12
H (-2.152, 1.400, 0.453)  -0.03
H (0.701, 0.831, -2.478)  -0.02
H (1.126, -0.902, -2.990)  -0.07
H (-1.891, 1.070, 2.214)  -0.07
H (-0.294, -0.702, -2.023)  0.06
H (-0.111, -1.843, 0.741)  0.03

# 5
Here is C3H10IN2OS as an isolated structure from OMol25. Energies are from the ωB97M-V functional and the def2-TZVPD basis.

The electronic energy is -1000.5373 hartree. Its total charge is +1. The calculation puts the HOMO-LUMO gap at 8.280 eV. The LUMO energy comes out at -3.910 eV.

Last column: Mulliken charge in e.
CARTESIAN COORDINATES (ANGSTROEM)
I (0.518, 2.838, -3.509)  0.20
S (1.528, 2.227, -0.543)  -0.18
O (-0.257, -0.125, -2.495)  -0.34
N (0.528, -0.451, 0.066)  -0.06
N (0.150, 2.349, -1.550)  -0.53
C (0.730, -1.148, 1.407)  -0.75
C (-0.834, 0.023, -0.146)  -0.52
C (-0.894, 0.585, -1.551)  -0.02
H (0.153, -2.011, 1.171)  0.37
H (0.312, -0.490, 2.228)  0.27
H (1.830, -1.208, 1.449)  0.35
H (-1.730, 1.170, -1.938)  0.44
H (-1.218, 0.714, 0.677)  0.37
H (-0.069, 0.407, -3.254)  0.22
H (1.091, 0.419, -0.180)  0.10
H (-1.534, -0.853, -0.235)  0.39
H (0.723, 2.997, 0.165)  0.22
H (1.032, -0.957, -0.755)  0.47

# 6
Here is a 2-piece molecular cluster, C3H10IPSi overall from OMol25. Energies are from the ωB97M-V functional and the def2-TZVPD basis.

The electronic energy is -1048.7589 hartree. The calculation puts the HOMO-LUMO gap (spin up / spin down) at 7.483 / 5.469 eV. The LUMO energy (spin up / spin down) comes out at -1.457 / -3.262 eV.

Last column: Mulliken charge in e.
CARTESIAN COORDINATES (ANGSTROEM)
I (-4.840, -0.364, 0.453)  0.05
P (0.366, 2.337, 0.448)  -0.14
Si (0.330, 0.210, 0.024)  0.44
C (1.929, -0.218, 0.931)  -1.12
C (-1.150, -0.706, 0.812)  -0.72
C (0.299, -0.093, -1.829)  -1.02
H (-1.262, -1.747, 0.263)  0.30
H (-0.539, 3.026, -0.214)  0.02
H (-0.877, -0.931, 1.889)  0.29
H (2.645, -0.576, 0.143)  0.28
H (0.571, -1.169, -2.065)  0.29
H (0.965, 0.603, -2.345)  0.32
H (-1.976, -0.135, 0.810)  -0.04
H (1.904, -0.983, 1.653)  0.36
H (2.299, 0.737, 1.338)  0.34
H (-0.663, 0.008, -2.311)  0.34

# 7
Here is C3H10InN2O3 as an isolated structure from OMol25. Energies are from the ωB97M-V functional and the def2-TZVPD basis.

The electronic energy is -644.2753 hartree. Its total charge is +3. The calculation puts the HOMO-LUMO gap at 2.133 eV. The LUMO energy comes out at -17.847 eV.

Last column: Mulliken charge in e.
CARTESIAN COORDINATES (ANGSTROEM)
In (-7.779, -2.655, -0.239)  1.00
O (-9.605, 3.007, -2.873)  -0.21
O (-7.157, 1.219, -2.581)  -0.32
O (-5.857, 0.499, 2.610)  -0.34
N (-3.676, 0.740, 2.961)  -0.27
N (-5.166, 1.466, 4.343)  -0.24
C (-8.299, 3.372, -2.408)  -0.31
C (-4.920, 0.954, 3.241)  0.75
C (-7.260, 2.489, -3.140)  -0.28
H (-9.576, 2.097, -2.567)  0.39
H (-7.602, 2.427, -4.173)  0.34
H (-2.937, 1.006, 3.595)  0.23
H (-6.347, 3.070, -3.267)  0.42
H (-4.482, 1.989, 4.872)  0.26
H (-8.168, 4.441, -2.576)  0.41
H (-6.155, 1.518, 4.538)  0.28
H (-3.365, 0.265, 2.126)  0.25
H (-6.274, 0.938, -2.833)  0.37
H (-8.128, 3.198, -1.346)  0.28

# 8
Here is C3H10LiO2PS as an isolated structure from OMol25. Energies are from the ωB97M-V functional and the def2-TZVPD basis.

The electronic energy is -1017.5720 hartree. The calculation puts the HOMO-LUMO gap at 4.166 eV. The LUMO energy comes out at -2.746 eV.

Last column: Mulliken charge in e.
CARTESIAN COORDINATES (ANGSTROEM)
S (-1.796, 0.358, 1.765)  -0.47
P (-1.961, -0.472, -0.203)  -0.08
O (0.511, 0.264, -1.433)  -0.27
O (1.908, 1.896, -0.135)  -0.56
C (-0.795, 0.823, -0.997)  -0.77
C (1.594, 0.635, -0.510)  0.70
C (2.498, -0.637, 0.092)  -0.45
Li (2.124, -1.276, 2.974)  0.95
H (-1.155, 1.606, 1.777)  0.08
H (3.567, -0.205, 0.337)  0.38
H (1.916, -1.024, 1.033)  -0.37
H (-2.039, -1.147, -1.478)  0.05
H (-1.334, 1.171, -2.004)  0.25
H (-0.858, -1.371, 0.149)  -0.13
H (-3.076, 0.420, -0.546)  0.00
H (-2.961, -1.415, 0.316)  0.04
H (-0.691, 1.794, -0.346)  0.34
H (2.547, -1.419, -0.789)  0.28

- Which value of electronic energy does entry 3 give?
  -3770.6113 hartree

- Which value of electronic energy does entry 6 give?
  -1048.7589 hartree

- electronic energy of number 3 (C3H10ClGaOPTi)?
  -3770.6113 hartree